This record from the OMol25 dataset describes a structure of composition C23H44Cl3N4O3SScSi in a non-equilibrium geometry. The level of theory is ωB97M-V/def2-TZVPD.

Structure (XYZ):
```
80
Properties=species:S:1:pos:R:3:forces:R:3:lowdin_charge:R:1
C -0.31579 -4.91822 -4.13316 0.2 -0.2 -0.3 -0.100
H -1.87585 5.16799 -6.54536 0.0 0.1 0.0 0.023
Cl -2.37064 0.76909 -0.02282 -0.1 0.2 0.1 -0.018
N 2.79752 -1.70551 -1.76507 0.1 0.3 0.4 -0.148
N -1.00947 -0.66359 4.13758 0.3 -0.5 -0.3 -0.051
S 0.46452 -1.15015 1.97187 -0.1 0.3 0.7 0.757
O 0.39626 2.31702 0.61803 -1.0 1.7 0.3 -0.156
H 1.19145 -5.23274 1.71112 -0.3 0.0 -0.1 0.100
C -1.20047 -2.43370 -1.20936 -0.2 0.0 0.3 -0.386
C -1.05795 -3.03114 -2.61451 0.5 -0.6 0.4 -0.227
H -1.95350 -0.59044 6.00732 0.1 -0.2 0.1 0.084
H -1.47242 5.34899 -2.92756 0.0 -0.1 0.0 0.029
C -1.07430 5.54448 1.39447 0.0 -0.2 -0.1 -0.028
H 1.44344 -1.60398 -3.38799 0.2 0.2 0.3 0.093
C 1.02171 4.50566 2.22735 0.1 0.1 0.1 -0.024
H -0.23164 -4.85189 -1.94991 -0.1 0.3 -0.2 0.101
H -0.86652 6.42131 -5.79691 0.0 -0.1 0.0 0.029
H -0.90146 -6.36656 2.49888 0.0 0.2 -0.2 0.094
H -1.26994 -2.18744 5.57091 0.1 0.2 0.1 0.092
C -1.10136 -3.48239 -0.10059 -0.2 0.2 -0.2 -0.200
Sc -0.03172 0.49969 -0.50105 0.0 -2.0 -0.4 0.338
H -1.67050 -1.12822 3.51084 0.3 0.3 0.2 0.123
C 1.43678 4.50446 -4.60470 -0.1 -0.2 0.3 -0.219
H 3.70143 -3.26656 -0.72731 0.0 -0.1 -0.2 0.093
H -2.63466 -1.99815 -3.59277 0.2 0.1 -0.1 0.095
C -0.38975 3.31227 0.66022 0.6 -1.3 0.0 -0.277
H -1.32709 3.29854 0.08446 0.2 0.1 0.1 0.102
H 1.28864 1.03623 6.11135 -0.1 0.2 0.0 0.080
O -0.25725 -1.43921 -1.02683 0.8 1.4 0.2 -0.365
H 1.69317 5.27068 1.80601 -0.2 -0.3 0.1 0.102
C -2.27040 -4.03517 0.42654 0.4 -0.1 -0.3 -0.029
C -1.54644 -2.12600 -3.70017 -0.1 0.1 -0.3 -0.038
H -0.19901 1.35235 5.17738 0.4 0.0 -0.1 0.087
H -0.59023 6.41125 0.92527 0.0 -0.3 0.0 0.097
H 1.62194 5.41073 -4.01999 0.0 -0.1 0.0 0.029
H -2.62214 4.34983 -3.83638 0.2 0.0 0.1 0.038
H 3.91612 -3.31652 -2.50848 -0.1 0.1 0.2 0.092
H -3.11521 -5.57217 1.66367 0.2 0.1 0.1 0.096
C 2.43200 -1.21793 -3.09129 -0.3 0.0 -0.2 -0.023
H 1.53061 3.53906 2.25618 -0.1 0.2 0.0 0.085
C 0.21328 -4.93133 1.32716 0.0 0.3 -0.3 -0.089
H -0.19979 -0.83753 6.08349 -0.2 -0.2 -0.1 0.071
C -1.61776 4.36805 -3.39527 0.0 0.0 0.2 -0.225
H -0.16675 5.29790 -6.97786 -0.1 0.0 0.0 0.023
H -1.56349 3.58854 -2.63320 0.1 0.0 -0.1 -0.025
H -1.97519 5.29119 0.83343 0.1 0.1 0.1 0.095
Si -0.40001 4.16779 -4.78511 0.1 0.3 -1.1 0.092
C 2.63553 -0.99619 -0.64456 -0.5 0.1 -0.6 -0.303
C 0.20917 -0.54153 3.53476 -0.1 -0.3 -0.5 -0.810
C -0.50860 -4.24248 -2.81457 -0.5 0.5 0.2 -0.116
H 1.83717 4.67032 -5.61194 -0.1 -0.1 0.2 0.029
H -1.35689 -2.53828 -4.69701 -0.1 0.2 0.2 0.064
C 0.88569 1.20886 5.10791 0.4 -0.2 0.3 -0.075
H -3.22616 -3.63597 0.07870 0.2 -0.3 0.1 0.119
C -2.19684 -5.09818 1.32325 0.0 0.1 0.1 -0.092
H -2.20251 -1.96146 -1.16372 0.1 -0.3 0.1 0.118
H 0.74269 4.82309 3.24163 0.1 -0.1 -0.2 0.093
H -0.47684 -4.25653 -4.98834 0.0 -0.2 0.1 0.057
C -0.95564 -5.54584 1.78257 0.0 0.1 -0.1 -0.106
H 2.09761 0.03676 3.80141 -0.5 0.1 0.1 0.123
C -1.10885 -1.10219 5.54021 -0.2 0.3 -0.2 -0.066
N 1.19204 0.04463 4.26518 -0.2 0.4 -0.3 -0.048
H -1.35190 5.82588 2.41572 0.0 -0.1 -0.1 0.093
H 1.96481 3.66507 -4.15100 0.0 0.1 0.1 0.010
H 0.69893 -5.32755 -4.21240 -0.1 0.1 0.0 0.067
Cl -0.61134 2.26694 -5.63012 -0.1 0.3 -0.2 0.260
H -0.99249 -5.77765 -4.23373 0.1 0.1 0.0 0.077
C 0.13940 -3.91257 0.36846 -0.1 -0.3 0.3 -0.110
H 2.97844 -1.51516 0.26560 -0.1 0.1 -0.2 0.131
H -1.09101 -1.12468 -3.64382 -0.1 -0.3 0.1 0.062
N -0.18530 4.38396 1.41676 0.3 0.2 0.0 -0.165
H 2.40973 -0.12570 -3.10975 0.0 -0.3 0.1 0.059
H 1.04993 -3.43504 -0.00912 -0.4 -0.2 0.2 0.086
H 1.35828 2.11578 4.70297 -0.2 -0.3 0.0 0.078
C -0.87958 5.38638 -6.15353 -0.2 -0.3 0.2 -0.230
H 3.16649 -1.60316 -3.81091 -0.1 0.2 0.2 0.092
O 2.12704 0.14842 -0.57182 0.5 -0.9 -0.1 -0.155
C 3.21622 -3.09840 -1.69381 0.0 -0.1 0.2 -0.038
H 2.35762 -3.78068 -1.78404 0.1 0.3 0.0 0.085
Cl 0.16876 1.44340 -2.64042 0.0 0.4 0.0 0.099
```
Positions in Å, forces in eV/Å.

Calculated values
net charge: 0
orbital gap: 8.08 eV
ΔE to the lowest compared entry with this formula, charge and spin: 0.0000 eV
E_tot: -4176.8423 Eh